[1]
Density functional theory data (ωB97M-V with the def2-TZVPD basis set) for an isolated molecule of C9H14 in a non-equilibrium geometry.

Geometry (Å):
1 H 1.4640 1.1730 1.7007
2 C -1.3502 -1.4144 1.5176
3 H 2.2160 -0.1029 -1.1441
4 C 1.7658 0.8573 -1.0942
5 H 0.0349 -0.4986 -2.8172
6 H -0.8271 -1.4198 2.4071
7 C -1.5270 0.0494 0.8630
8 C -0.1690 0.5277 0.4294
9 H -0.0647 0.9008 2.5857
10 H 0.1046 -4.0653 -0.6025
11 C -0.2410 -3.1219 -0.1403
12 H 0.1148 2.2433 1.4921
13 C 0.4007 1.1722 1.6166
14 C -0.4040 0.2894 -2.1177
15 C -0.6138 -2.2886 0.6155
16 H 1.8907 1.2896 -2.0503
17 H -2.2409 -1.9755 1.7323
18 H -1.9186 0.6966 1.6165
19 H -1.3952 -0.0347 -1.8933
20 H -2.2246 0.1214 -0.0477
21 H -0.4523 1.1459 -2.7210
22 H 2.1950 1.3512 -0.2290
23 C 0.2804 0.4592 -0.8359

Forces on the atoms, in the same order (eV/Å):
0.799 -0.152 0.237
-0.553 0.862 -2.921
0.964 -0.980 -0.163
-1.768 -1.082 1.639
-0.256 0.725 1.134
1.199 0.722 2.073
-0.892 -1.529 -1.746
-1.744 -0.877 -0.833
0.445 -0.311 -0.666
-0.356 1.494 0.288
1.249 -2.820 -1.272
0.256 -0.366 0.261
0.538 1.823 0.742
-0.549 -3.180 -0.326
-0.939 0.690 0.540
0.248 1.013 -0.738
-0.946 0.275 0.016
-0.428 0.484 0.439
-1.005 -0.278 -0.384
0.633 -0.822 1.547
0.074 1.610 -0.484
0.219 0.480 -0.408
2.810 2.222 1.024

Values from the calculation:
calculated total energy: -351.19524 Ha
HOMO: -8.33 eV
relative energy (zero: lowest compared OMol25 entry of this formula, charge and spin): 354.3 kJ/mol

[2]
Density functional theory data (ωB97M-V with the def2-TZVPD basis set) for an isolated molecule of CH3PSi in a non-equilibrium geometry.

Geometry (Å):
1 Si -0.5352 -0.5832 -0.3618
2 H -0.9533 -0.9832 -1.7149
3 P 1.6079 -0.2206 0.5419
4 C 0.5459 1.0889 0.2612
5 H -1.0951 -1.3349 0.6686
6 H 0.4298 2.0329 0.6050

Forces on the atoms, in the same order (eV/Å):
3.481 3.029 0.640
0.274 0.280 -0.062
-1.678 1.270 -1.223
-0.514 -6.782 -1.154
-1.232 -0.714 1.108
-0.330 2.917 0.691

Values from the calculation:
calculated total energy: -670.63015 Ha
HOMO: -8.22 eV
relative energy (zero: lowest compared OMol25 entry of this formula, charge and spin): 86.0 kJ/mol

Question: Look up the relative energy (zero: lowest compared OMol25 entry of this formula, charge and spin) of the second one.
Answer: 86.0 kJ/mol

Please write out number 2 again, unchanged.
Density functional theory data (ωB97M-V with the def2-TZVPD basis set) for an isolated molecule of CH3PSi in a non-equilibrium geometry.

Geometry (Å):
1 Si -0.5352 -0.5832 -0.3618
2 H -0.9533 -0.9832 -1.7149
3 P 1.6079 -0.2206 0.5419
4 C 0.5459 1.0889 0.2612
5 H -1.0951 -1.3349 0.6686
6 H 0.4298 2.0329 0.6050

Forces on the atoms, in the same order (eV/Å):
3.481 3.029 0.640
0.274 0.280 -0.062
-1.678 1.270 -1.223
-0.514 -6.782 -1.154
-1.232 -0.714 1.108
-0.330 2.917 0.691

Values from the calculation:
calculated total energy: -670.63015 Ha
HOMO: -8.22 eV
relative energy (zero: lowest compared OMol25 entry of this formula, charge and spin): 86.0 kJ/mol